<w>
Computed, not measured: the ion C10H15N2O with charge +1, with ωB97M-V/def2-TZVPD.

Atoms and positions in Å:
1 C 0.29 -2.45 -0.84
2 N 0.40 -1.17 -0.28
3 C 1.61 -0.56 -0.26
4 N 2.05 0.61 0.20
5 C 1.15 1.56 0.82
6 C 3.47 1.07 0.07
7 C -0.85 -0.57 0.08
8 C -1.62 -1.06 1.13
9 C -2.77 -0.42 1.41
10 C -3.19 0.62 0.63
11 C -2.54 1.00 -0.52
12 C -1.39 0.31 -0.87
13 O -0.80 0.62 -2.01
14 H 0.39 -3.25 -0.07
15 H -0.72 -2.61 -1.19
16 H 1.01 -2.71 -1.66
17 H 2.42 -1.09 -0.74
18 H 0.23 1.08 1.22
19 H 1.68 1.78 1.72
20 H 0.85 2.25 0.03
21 H 3.78 1.18 1.17
22 H 4.03 0.34 -0.58
23 H 3.58 1.99 -0.51
24 H -1.21 -1.80 1.84
25 H -3.41 -0.77 2.13
26 H -4.19 1.12 0.87
27 H -2.91 1.75 -1.20
28 H -1.31 1.17 -2.57

Values from the calculation:
* total charge: +1
* LUMO level: -2.8 eV
* frontier orbital gap: 0.347 Eh
* spin multiplicity: 1


<x>
Computed, not measured: the ion C10H15N2O with charge +1, with ωB97M-V/def2-TZVPD.

Atoms and positions in Å:
1 C 1.37 2.04 2.50
2 C 2.63 1.62 1.88
3 C 0.24 2.36 1.89
4 C 2.62 1.42 0.57
5 C 0.12 2.22 0.41
6 C 1.30 1.43 -0.29
7 C -0.05 -0.35 -1.38
8 C -0.06 -2.71 -0.25
9 C -1.92 -1.50 -1.27
10 C -0.40 -1.74 -1.38
11 N -2.14 2.21 0.34
12 N -1.10 1.74 -0.09
13 O 0.98 0.05 -0.53
14 H 1.29 1.99 3.60
15 H 3.42 1.27 2.46
16 H -0.73 2.49 2.35
17 H 3.47 0.91 0.14
18 H 0.20 3.26 0.05
19 H 1.41 1.77 -1.26
20 H -0.66 0.23 -2.04
21 H 0.95 -2.59 0.14
22 H 0.01 -3.79 -0.69
23 H -0.92 -2.62 0.48
24 H -2.02 -0.81 -0.42
25 H -2.35 -2.54 -1.21
26 H -2.15 -1.06 -2.23
27 H -0.11 -2.15 -2.44
28 H -3.06 1.82 0.04

Values from the calculation:
* total charge: +1
* LUMO level: -5.1 eV
* frontier orbital gap: 0.267 Eh
* spin multiplicity: 1


Stability order, top to bottom: <w>, <x>


<w>
Computed, not measured: a cluster of 2 separate species, C4H8N in total, with ωB97M-V/def2-TZVPD.

Atoms and positions in Å:
1 C -2.48 -0.91 -0.70
2 C -0.86 0.86 0.18
3 C 1.63 0.95 0.26
4 C 1.32 -0.55 0.41
5 N 0.40 0.48 -0.36
6 H -3.12 -1.02 0.10
7 H -2.84 -1.35 -1.61
8 H -1.12 0.69 1.24
9 H 1.71 1.56 1.15
10 H 2.44 0.91 -0.37
11 H 1.89 -1.22 -0.23
12 H 0.87 -0.87 1.37
13 H 0.17 0.47 -1.42

Values from the calculation:
* total charge: +1
* LUMO level (spin up / spin down): -5.8 / -5.2 eV
* frontier orbital gap (spin up / spin down): 0.272 / 0.307 Eh
* spin multiplicity: 1


<x>
Computed, not measured: a cluster of 2 separate species, C4H8N in total, with ωB97M-V/def2-TZVPD.

Atoms and positions in Å:
1 C -0.78 1.27 0.38
2 C 0.33 1.20 -0.71
3 C 0.59 -1.20 0.93
4 C 0.10 0.08 0.28
5 N -0.27 -1.18 -0.21
6 H -0.51 2.02 1.16
7 H -1.73 1.03 -0.18
8 H 0.03 0.88 -1.69
9 H 1.19 1.87 -0.76
10 H 1.64 -1.60 0.78
11 H 0.22 -1.54 1.80
12 H 0.44 -1.24 -1.53
13 H -1.26 -1.60 -0.25

Values from the calculation:
* total charge: +1
* LUMO level: -5.7 eV
* frontier orbital gap: 0.364 Eh
* spin multiplicity: 1


<y>
Computed, not measured: a cluster of 3 separate species, C4H8N in total, with ωB97M-V/def2-TZVPD.

Atoms and positions in Å:
1 C -0.58 -0.35 -0.78
2 C -1.06 -0.45 -2.05
3 C 0.03 0.81 -0.08
4 C 0.00 -1.34 0.19
5 N 0.66 -0.16 0.78
6 H -1.35 -1.35 -2.47
7 H -1.09 0.35 -2.73
8 H 0.94 2.25 2.57
9 H 0.10 1.90 0.22
10 H -0.73 -1.61 0.98
11 H 0.69 -2.13 0.04
12 H 1.19 1.95 1.71
13 H 1.19 0.13 1.62

Values from the calculation:
* total charge: +1
* LUMO level: -6.0 eV
* frontier orbital gap: 0.346 Eh
* spin multiplicity: 1


Stability order, top to bottom: <y>, <x>, <w>


<w>
Computed, not measured: the ion C4H8N with charge +1, with ωB97M-V/def2-TZVPD.

Atoms and positions in Å:
1 C -1.04 0.64 -1.44
2 C -0.37 0.13 -0.17
3 C -0.56 0.87 0.99
4 C 1.39 -1.27 0.67
5 N 0.40 -0.93 -0.33
6 H -2.13 0.61 -1.41
7 H -0.77 1.68 -1.63
8 H -0.71 0.07 -2.30
9 H 0.03 0.62 1.87
10 H -1.25 1.71 1.03
11 H 1.59 -0.51 1.43
12 H 1.12 -2.20 1.18
13 H 2.32 -1.42 0.11

Values from the calculation:
* total charge: +1
* LUMO level: -8.6 eV
* frontier orbital gap: 0.281 Eh
* spin multiplicity: 1


<x>
Computed, not measured: the ion C4H8N with charge +1, with ωB97M-V/def2-TZVPD.

Atoms and positions in Å:
1 C -1.81 0.70 -0.16
2 C -1.46 -0.58 0.35
3 C -0.15 -1.22 -0.02
4 N 1.07 -0.66 -0.05
5 C 1.53 0.67 0.18
6 H -2.81 1.05 -0.17
7 H -1.09 1.39 -0.67
8 H -2.15 -1.11 0.85
9 H -0.01 -2.26 -0.29
10 H 1.80 -1.18 -0.51
11 H 1.95 1.04 -0.76
12 H 0.72 1.34 0.38
13 H 2.40 0.81 0.86

Values from the calculation:
* total charge: +1
* LUMO level: -5.5 eV
* frontier orbital gap: 0.351 Eh
* spin multiplicity: 1


Stability order, top to bottom: <x>, <w>


<w>
Computed, not measured: the ion C4H8N with charge +1, with ωB97M-V/def2-TZVPD.

Atoms and positions in Å:
1 C -0.94 -2.14 0.70
2 N -0.02 -1.29 0.43
3 C -0.14 -0.06 -0.29
4 C 0.75 0.93 -0.23
5 C 0.41 2.32 -0.60
6 H -0.77 -3.20 0.57
7 H -1.95 -1.76 0.58
8 H 0.88 -1.09 0.90
9 H -1.19 0.09 -0.53
10 H 1.80 0.80 0.08
11 H 0.48 3.01 0.26
12 H -0.59 2.38 -1.05
13 H 1.06 2.77 -1.35

Values from the calculation:
* total charge: +1
* LUMO level: -6.3 eV
* frontier orbital gap: 0.307 Eh
* spin multiplicity: 1


<x>
Computed, not measured: the ion C4H8N with charge +1, with ωB97M-V/def2-TZVPD.

Atoms and positions in Å:
1 N -1.83 0.04 0.03
2 C -0.45 -0.11 -0.43
3 C 0.67 -0.77 0.40
4 C 1.81 -0.02 -0.25
5 C 0.63 0.68 0.32
6 H -2.16 -0.94 -0.03
7 H -2.29 0.80 -0.52
8 H -1.69 0.33 0.95
9 H -0.36 -0.12 -1.54
10 H 0.75 -1.60 1.14
11 H 2.78 0.04 0.30
12 H 1.79 0.10 -1.33
13 H 0.35 1.59 0.94

Values from the calculation:
* total charge: +1
* LUMO level: -3.9 eV
* frontier orbital gap: 0.397 Eh
* spin multiplicity: 1


Stability order, top to bottom: <w>, <x>


<w>
Computed, not measured: the ion C4H8N with charge +1, with ωB97M-V/def2-TZVPD.

Atoms and positions in Å:
1 C 1.95 -0.36 1.58
2 N 0.99 -0.83 0.90
3 C 0.31 0.10 -0.12
4 C -0.87 -0.21 -0.51
5 C -1.66 0.66 -1.43
6 H 2.34 -0.94 2.51
7 H 2.20 0.70 1.32
8 H 0.61 -1.71 1.10
9 H 0.94 0.95 -0.36
10 H -1.39 -1.06 0.01
11 H -1.20 0.51 -2.34
12 H -2.72 0.34 -1.45
13 H -1.50 1.84 -1.23

Values from the calculation:
* total charge: +1
* LUMO level: -5.1 eV
* frontier orbital gap: 0.356 Eh
* spin multiplicity: 1


<x>
Computed, not measured: a cluster of 2 separate species, C4H8N in total, with ωB97M-V/def2-TZVPD.

Atoms and positions in Å:
1 C -2.26 -0.17 0.14
2 C -1.04 0.00 -0.30
3 C 1.34 -0.83 -0.16
4 C 1.38 0.64 -0.07
5 N 0.19 -0.08 0.38
6 H -3.11 -0.04 -0.50
7 H -2.48 -0.48 1.16
8 H -0.93 0.61 -2.14
9 H 1.18 -1.30 -1.12
10 H 1.89 -1.43 0.55
11 H 1.97 1.13 0.69
12 H 1.25 1.22 -0.98
13 H 0.05 -0.14 1.39

Values from the calculation:
* total charge: +1
* LUMO level: -4.9 eV
* frontier orbital gap: 0.381 Eh
* spin multiplicity: 1


Stability order, top to bottom: <w>, <x>


<w>
Computed, not measured: a cluster of 2 separate species, C5H14 in total, with ωB97M-V/def2-TZVPD.

Atoms and positions in Å:
1 C 1.64 2.86 -0.42
2 C 2.42 2.15 0.67
3 H 2.02 3.88 -0.57
4 H 1.73 2.38 -1.39
5 H 0.60 2.85 -0.10
6 H 3.45 1.82 0.45
7 H 1.99 1.17 0.88
8 H 2.47 2.79 1.56
9 C -0.99 -2.31 -0.14
10 C -1.95 -1.83 -1.27
11 C -1.37 -1.41 1.06
12 H -1.11 -3.40 0.01
13 H 0.04 -2.07 -0.42
14 H -2.94 -1.60 -0.89
15 H -2.14 -2.71 -1.96
16 H -1.99 -1.94 1.81
17 H -0.53 -1.09 1.71
18 H -1.47 -1.06 -1.83
19 H -1.86 -0.46 0.84

Values from the calculation:
* total charge: -1
* expectation value of S²: 0.750
* LUMO level (spin up / spin down): 4.3 / 4.2 eV
* frontier orbital gap (spin up / spin down): 0.103 / 0.437 Eh
* spin multiplicity: 2


<x>
Computed, not measured: a cluster of 2 separate species, C5H14 in total, with ωB97M-V/def2-TZVPD.

Atoms and positions in Å:
1 C 0.38 2.10 -0.30
2 C 0.83 1.59 -1.65
3 C -1.06 1.67 0.13
4 H 0.40 3.18 -0.18
5 H 0.99 1.63 0.48
6 H 1.22 0.58 -1.58
7 H 0.00 1.61 -2.38
8 H -1.18 1.27 1.13
9 H -1.48 0.95 -0.56
10 H 1.57 2.27 -2.09
11 H -1.69 2.56 0.01
12 C -0.34 -1.73 0.78
13 C 0.25 -3.13 0.90
14 H 0.32 -1.08 0.18
15 H -1.33 -1.74 0.32
16 H -0.33 -1.23 1.75
17 H 0.41 -3.39 1.96
18 H 1.32 -3.16 0.69
19 H -0.28 -3.95 0.42

Values from the calculation:
* total charge: -1
* expectation value of S²: 0.750
* LUMO level (spin up / spin down): 4.2 / 4.3 eV
* frontier orbital gap (spin up / spin down): 0.099 / 0.427 Eh
* spin multiplicity: 2


Stability order, top to bottom: <w>, <x>